1.
# C26H42O15V

A structure of composition C26H42O15V at a distorted geometry (ωB97M-V/def2-TZVPD, the OMol25 dataset).

Its net charge is -1. The expectation value of S² is 2.020. The gap between HOMO and LUMO (alpha / beta) is 3.175 / 5.217 eV. Its multiplicity is 3. For the LUMO energy (alpha / beta), the calculation gives 1.966 / 1.962 eV. For the HOMO energy (alpha / beta), the calculation gives -1.2 / -3.3 eV.

Last column: Mulliken spin population.
Cartesian coordinates (Å):
1 V -0.11 26.27 20.46  2.0205
2 O -2.85 26.84 24.92  -0.0003
3 O 1.07 28.09 19.47  -0.0249
4 O -6.44 25.56 22.92  0.0000
5 O -0.78 27.13 24.33  -0.0007
6 O 0.85 30.22 21.96  -0.0001
7 O -1.54 27.14 18.88  0.0065
8 O -0.73 27.30 21.51  -0.1030
9 O 2.96 29.87 22.15  -0.0002
10 O -6.24 27.78 22.54  0.0001
11 O 0.33 24.61 16.50  0.0003
12 O -1.52 24.58 20.64  0.0160
13 O -3.64 26.90 18.04  -0.0013
14 O 1.08 28.84 17.35  0.0046
15 O 0.59 25.36 18.56  -0.0119
16 O 1.69 25.63 21.52  0.0162
17 C 1.08 25.16 17.47  0.0049
18 C -1.93 27.37 16.44  -0.0015
19 C 2.44 24.94 15.58  0.0008
20 C -2.41 23.51 20.44  0.0032
21 C -1.65 26.40 24.78  -0.0006
22 C 3.85 29.14 22.95  0.0003
23 C 1.07 24.35 15.32  0.0012
24 C 1.59 28.77 18.62  0.0117
25 C -4.42 26.49 21.82  -0.0035
26 C -4.06 27.92 21.69  -0.0024
27 C 2.44 25.54 16.95  0.0038
28 C 3.01 25.60 21.09  0.0211
29 C 3.07 28.93 24.24  -0.0004
30 C -5.39 28.67 21.80  -0.0003
31 C 1.76 29.74 22.57  -0.0057
32 C -2.29 27.17 17.91  0.0297
33 C -5.84 26.54 22.45  0.0013
34 C 2.84 30.32 17.41  0.0011
35 C -3.00 24.59 25.47  -0.0001
36 C -4.28 26.98 16.80  0.0014
37 C -3.65 25.97 25.64  0.0001
38 C 1.93 29.58 16.49  0.0011
39 C -1.57 24.93 25.19  -0.0002
40 C 1.63 29.05 23.88  0.0036
41 C -3.29 27.61 15.84  0.0030
42 C 2.98 29.47 18.69  0.0105
43 H 3.32 29.72 24.95  0.0000
44 H 3.49 26.55 21.32  -0.0007
45 H -3.79 25.92 22.50  0.0013
46 H 3.18 24.17 15.39  0.0000
47 H -4.45 25.91 20.89  -0.0016
48 H 3.10 25.39 20.02  -0.0153
49 H -3.45 28.22 22.55  -0.0005
50 H 3.26 25.20 17.59  0.0018
51 H 3.29 28.00 24.76  0.0000
52 H -3.43 28.18 20.84  0.0039
53 H -1.38 26.51 16.04  0.0057
54 H -1.22 28.19 16.38  -0.0007
55 H -3.36 23.51 20.97  -0.0010
56 H -3.74 26.21 26.70  0.0000
57 H 3.64 24.79 21.45  0.0010
58 H 2.57 26.63 16.99  -0.0009
59 H -5.34 29.66 22.26  0.0000
60 H 3.77 28.73 18.74  0.0006
61 H 3.80 30.62 16.98  -0.0003
62 H -1.97 22.55 20.72  0.0016
63 H -5.24 27.49 16.91  0.0002
64 H 1.32 30.29 15.93  0.0004
65 H 2.82 25.69 14.89  0.0001
66 H -3.43 27.12 14.88  -0.0002
67 H -4.53 25.98 16.45  -0.0002
68 H 2.44 31.26 17.80  0.0002
69 H -3.18 23.95 26.33  0.0000
70 H -2.65 23.37 19.39  0.0021
71 H 4.12 28.22 22.43  0.0008
72 H 0.64 24.83 14.44  -0.0003
73 H -4.68 25.88 25.29  0.0000
74 H -5.88 28.78 20.84  0.0000
75 H -1.00 24.94 26.12  0.0001
76 H -3.47 24.09 24.62  0.0000
77 H -3.53 28.67 15.81  0.0000
78 H -1.08 24.26 24.49  -0.0005
79 H 4.77 29.70 23.11  0.0000
80 H 1.20 28.09 23.60  -0.0008
81 H 1.04 29.59 24.62  0.0004
82 H 2.57 29.03 15.80  -0.0006
83 H 1.16 23.29 15.10  -0.0001
84 H 3.00 30.12 19.57  -0.0022

***

2.
# C26H43BINO33S7

A cluster of 8 separate species, C26H43BINO33S7 in total at a distorted geometry (ωB97M-V/def2-TZVPD, the OMol25 dataset).

The gap between HOMO and LUMO is 9.020 eV. For the LUMO energy, the calculation gives -0.347 eV. For the HOMO energy, the calculation gives -9.4 eV.

Last column: Löwdin charge in e.
Cartesian coordinates (Å):
1 I -5.71 -2.75 -2.95  0.8783
2 S -1.13 -6.54 5.89  0.7251
3 S -3.33 -3.87 4.53  0.6638
4 S 7.07 0.96 -4.54  0.7152
5 S 5.92 -2.14 -2.46  0.6932
6 S 1.00 7.14 3.28  0.6557
7 S 2.84 1.99 -1.05  0.6478
8 S -1.07 7.62 -2.07  0.6835
9 O 0.84 7.44 1.69  -0.1915
10 O -1.32 -7.94 6.70  -0.1815
11 O 1.16 5.52 3.18  -0.1956
12 O -1.46 -5.46 6.77  -0.2464
13 O 7.17 -1.58 -2.01  -0.2053
14 O 6.16 2.23 -5.00  -0.1856
15 O -5.15 1.92 -1.91  0.0817
16 O -0.74 6.52 -1.21  -0.2403
17 O -0.25 8.03 -3.17  -0.2172
18 O 6.09 -3.75 -2.57  -0.1847
19 O -1.73 -6.69 4.59  -0.1993
20 O 6.21 -0.06 -4.00  -0.2691
21 O -3.75 -0.01 -2.54  -0.0306
22 O -3.54 -2.30 4.94  -0.2052
23 O -0.16 -2.13 -0.38  0.0430
24 O -3.12 -0.11 1.07  0.0611
25 O 2.86 1.52 -2.61  -0.1940
26 O 0.48 -6.61 5.72  -0.1807
27 O 7.84 1.70 -3.30  -0.1805
28 O -4.62 -4.50 4.47  -0.2464
29 O -2.34 -3.92 -2.91  -0.0178
30 O -2.58 7.41 -2.62  -0.1853
31 O 2.25 7.69 3.73  -0.2359
32 O 1.85 3.02 -0.90  -0.2450
33 O 4.20 2.14 -0.61  -0.2340
34 O -1.37 8.93 -1.14  -0.1840
35 O -0.25 7.43 3.92  -0.2420
36 O 4.67 -1.86 -1.82  -0.2326
37 O 8.04 0.71 -5.57  -0.2204
38 O -2.38 -3.92 3.46  -0.2347
39 O -2.59 -4.34 5.90  -0.3289
40 O 2.25 0.61 -0.42  -0.1814
41 O 5.75 -1.83 -4.05  -0.2984
42 N -2.00 -1.74 -1.82  0.0541
43 C 2.71 0.10 -2.67  -0.1646
44 C 6.04 -3.01 -4.79  -0.1448
45 C -3.27 -1.01 -1.54  -0.3291
46 C -3.21 -2.12 6.31  -0.1580
47 C -5.89 -2.31 2.49  0.0933
48 C 1.12 6.25 0.95  -0.1769
49 C -4.85 0.67 -1.82  -0.2638
50 C -1.75 1.30 -0.69  0.0043
51 C -2.08 -2.65 -3.00  -0.3174
52 C 1.00 -7.68 6.51  -0.1706
53 C -1.88 -2.07 -4.50  -0.0189
54 C 0.75 5.10 1.87  -0.1648
55 C -6.23 -0.23 0.46  -0.1301
56 C -2.64 9.47 -1.49  -0.1704
57 C -2.17 -3.18 6.63  -0.1554
58 C -0.12 -8.71 6.58  -0.1725
59 C -2.16 -3.42 0.39  -0.0009
60 C -3.48 8.26 -1.91  -0.1699
61 C -1.41 -2.40 -0.62  -0.2713
62 C 1.83 -0.25 -1.48  -0.1810
63 C 7.64 3.11 -3.40  -0.1680
64 C -4.65 -1.81 -1.24  -0.4706
65 C 6.26 3.27 -4.03  -0.1637
66 C -6.08 -1.44 1.51  -0.0837
67 C -5.59 -0.51 -1.00  -0.2742
68 C 5.68 -4.17 -3.87  -0.1744
69 B -2.76 0.03 -0.34  -0.3500
70 H -0.01 -9.38 7.43  0.1370
71 H 5.47 3.13 -3.29  0.1230
72 H -4.32 8.55 -2.54  0.1372
73 H 7.11 -3.02 -5.03  0.1392
74 H 8.42 3.51 -4.06  0.1317
75 H 5.46 -3.03 -5.72  0.1398
76 H -2.88 -2.05 -5.11  0.0939
77 H -1.18 -2.89 6.25  0.1435
78 H 0.54 6.24 0.02  0.0788
79 H 1.94 -1.30 -1.19  0.1197
80 H 7.71 3.58 -2.42  0.1393
81 H 6.14 4.25 -4.51  0.1374
82 H -2.40 -4.45 -0.09  0.1157
83 H -2.31 2.29 -0.87  0.0922
84 H 3.70 -0.35 -2.57  0.0809
85 H -2.34 -0.41 1.61  0.1340
86 H -3.08 -2.95 0.94  0.0832
87 H 1.25 4.17 1.60  0.1241
88 H -1.46 -0.99 -4.55  0.0845
89 H -4.12 -2.27 6.91  0.1345
90 H 1.90 -8.09 6.05  0.1373
91 H -2.83 -1.11 6.48  0.1379
92 H -1.16 -2.76 -5.12  0.0992
93 H -3.07 10.00 -0.65  0.1387
94 H -1.05 1.41 0.22  0.0862
95 H -1.08 1.00 -1.61  0.0779
96 H -0.33 4.94 1.90  0.1351
97 H -5.79 -3.18 3.26  0.0412
98 H -1.39 -3.66 1.25  0.0926
99 H -0.18 -9.29 5.66  0.1341
100 H -2.10 -3.40 7.69  0.1406
101 H 2.26 -0.20 -3.62  0.1414
102 H -5.80 0.75 0.90  0.1282
103 H 4.60 -4.34 -3.85  0.1310
104 H -2.50 10.16 -2.33  0.1338
105 H 0.77 -0.04 -1.69  0.0960
106 H -3.85 7.72 -1.04  0.1348
107 H -7.37 -0.04 0.31  0.1259
108 H 1.24 -7.29 7.50  0.1328
109 H -6.55 -0.73 -1.64  0.0724
110 H -4.66 -2.68 -0.49  0.0789
111 H 2.19 6.24 0.71  0.1388
112 H 6.18 -5.10 -4.15  0.1349

***

Number 1 is which compound?
C26H42O15V